CH4ORb as an isolated structure, computed with ωB97M-V/def2-TZVPD.

The value obtained for the energy above the lowest of the compared OMol25 structures with the same formula, charge and spin is 76.23 kcal per mole. For the frontier orbital gap, the calculation gives 12.31 eV. The LUMO energy is -3.9 eV. The calculation puts the molar mass at 117.51 g mol⁻¹.

```
! RIJCOSX wB97M-V def2-TZVPD def2/J DEFGRID3
* xyz 1 1
Rb 1.057 1.283 1.731
C -0.501 -0.182 -0.386
O 0.740 0.155 0.227
H -0.531 -0.181 -1.476
H -0.865 -1.108 0.059
H -1.203 0.609 -0.122
H 1.304 -0.576 -0.034
*
```

=====

C25H28Cl5O2V as an isolated structure, computed with ωB97M-V/def2-TZVPD.

The value obtained for the energy above the lowest of the compared OMol25 structures with the same formula, charge and spin is 36.16 kcal per mole. For the frontier orbital gap (alpha / beta), the calculation gives 7.51 / 8.78 eV. As for the expectation value of S²: 2.054. The LUMO energy (alpha / beta) is 0.0 / 0.3 eV. The calculation puts the molar mass at 588.71 g mol⁻¹.

```
! RIJCOSX wB97M-V def2-TZVPD def2/J DEFGRID3
* xyz 0 3
O -2.371 0.246 -2.045
C -2.691 -0.940 -2.893
C -4.129 -0.527 -3.147
H -2.628 -1.869 -2.309
H -2.051 -0.980 -3.794
C -3.748 0.686 -2.270
H -4.847 -1.239 -2.723
H -4.328 -0.252 -4.184
C -4.586 0.741 -1.012
H -4.390 -0.113 -0.350
H -5.650 0.725 -1.287
H -4.391 1.680 -0.485
C -3.750 1.980 -3.054
H -3.109 1.884 -3.932
H -3.349 2.776 -2.425
H -4.766 2.240 -3.367
V 1.389 1.025 0.751
C 3.227 2.137 -0.026
C 3.709 0.798 -0.088
C 2.854 0.049 -0.954
H 4.647 0.454 0.334
C 1.880 0.957 -1.506
C 2.137 2.251 -0.961
H 1.660 3.166 -1.300
H 3.683 2.955 0.528
H 2.971 -0.994 -1.252
H 1.174 0.737 -2.305
C 1.381 2.474 2.398
C 0.862 3.132 1.242
C -0.293 2.423 0.797
H 1.222 4.078 0.841
C -0.508 1.329 1.706
C 0.513 1.381 2.713
H 0.582 0.724 3.574
H 2.229 2.799 2.990
H -0.961 2.685 -0.021
H -1.378 0.689 1.714
O -2.387 -2.270 -0.045
C -1.518 -1.129 0.066
C -0.354 -1.267 -0.957
H -1.129 -1.113 1.105
H -2.106 -0.219 -0.096
C -0.514 -2.681 -1.541
H 0.601 -1.230 -0.389
H -0.361 -0.452 -1.695
C -1.547 -3.337 -0.609
H 0.418 -3.252 -1.508
H -0.834 -2.644 -2.586
H -1.010 -3.814 0.232
H -2.184 -4.091 -1.101
Cl 4.617 1.797 3.244
C 4.049 0.174 3.202
C 2.968 -0.177 2.421
C 2.518 -1.463 2.456
Cl 1.105 -1.852 1.528
C 3.107 -2.484 3.226
Cl 2.437 -4.054 3.232
C 4.223 -2.146 4.009
Cl 4.939 -3.342 4.985
C 4.701 -0.817 3.990
Cl 6.060 -0.421 4.933
*
```

=====

C28H44FeN5OSTe as an isolated structure, computed with ωB97M-V/def2-TZVPD.

The value obtained for the energy above the lowest of the compared OMol25 structures with the same formula, charge and spin is 8.84 kcal per mole. For the frontier orbital gap (alpha / beta), the calculation gives 5.44 / 5.91 eV. As for the expectation value of S²: 6.052. The LUMO energy (alpha / beta) is -2.7 / -3.9 eV. The calculation puts the molar mass at 682.21 g mol⁻¹.

```
! RIJCOSX wB97M-V def2-TZVPD def2/J DEFGRID3
* xyz 1 5
Fe 0.447 -0.022 -0.247
C 2.936 -3.298 -1.254
C 2.198 -2.156 -0.624
N 1.095 -1.593 -1.116
C 0.428 -2.045 -2.314
C -1.071 -2.095 -1.991
N -1.449 -0.907 -1.211
C -2.327 0.052 -1.880
C -1.421 1.083 -2.549
N -0.532 1.593 -1.504
C -1.142 2.593 -0.604
C -0.914 2.172 0.858
N 0.322 1.433 0.934
C 1.222 1.552 1.866
C 1.274 2.628 2.907
C 2.217 0.493 1.818
C 3.354 0.304 2.577
C 4.136 -0.842 2.341
C 3.812 -1.738 1.333
C 2.685 -1.495 0.546
N 1.890 -0.424 0.871
H 2.832 -3.281 -2.337
H 2.580 -4.266 -0.892
H 3.996 -3.223 -1.020
H 0.767 -3.023 -2.661
H 0.614 -1.321 -3.118
H -1.250 -2.994 -1.397
H -1.656 -2.175 -2.910
H -1.853 -1.183 -0.327
H -2.934 0.552 -1.123
H -2.999 -0.419 -2.602
H -1.998 1.872 -3.041
H -0.810 0.578 -3.300
H 0.292 2.004 -1.924
H -2.214 2.671 -0.788
H -0.707 3.579 -0.778
H -1.700 1.468 1.152
H -0.962 3.041 1.517
H 0.284 3.010 3.141
H 1.889 3.460 2.560
H 1.714 2.246 3.827
H 3.648 1.022 3.330
H 5.020 -1.014 2.939
H 4.445 -2.595 1.148
C 0.052 -0.783 4.471
C -0.683 -1.952 3.844
S -0.235 -2.153 2.078
O -0.837 -0.948 1.395
C -1.445 -3.504 1.767
C -0.813 -4.876 1.945
H -0.271 -0.654 5.504
H -0.172 0.129 3.920
H 1.130 -0.942 4.468
H -1.761 -1.783 3.856
H -0.446 -2.893 4.343
H -1.776 -3.357 0.739
H -2.297 -3.359 2.430
H -0.019 -5.036 1.215
H -1.565 -5.653 1.812
H -0.386 -4.990 2.942
C 7.408 4.989 -3.174
C 6.278 4.104 -2.728
C 4.993 4.256 -3.235
C 3.958 3.407 -2.868
C 2.581 3.619 -3.440
C 4.216 2.356 -1.981
Te 2.705 0.855 -1.635
C 5.483 2.225 -1.408
C 5.813 1.173 -0.379
C 6.492 3.099 -1.795
H 7.069 5.731 -3.894
H 8.192 4.391 -3.640
H 7.855 5.509 -2.326
H 4.794 5.050 -3.946
H 2.559 4.482 -4.102
H 1.860 3.786 -2.634
H 2.259 2.743 -4.009
H 4.933 0.599 -0.090
H 6.222 1.638 0.519
H 6.563 0.481 -0.766
H 7.479 2.980 -1.360
*
```

=====

One molecule with the formula C4H7NO, computed with ωB97M-V/def2-TZVPD.

The value obtained for the energy above the lowest of the compared OMol25 structures with the same formula, charge and spin is 75.03 kcal per mole. For the frontier orbital gap, the calculation gives 10.65 eV. The LUMO energy is 0.9 eV. The calculation puts the molar mass at 85.11 g mol⁻¹. Its SMILES is CC(=O)[C@H]1CN1.

```
! RIJCOSX wB97M-V def2-TZVPD def2/J DEFGRID3
* xyz 0 1
C -0.706 1.595 0.895
C -0.817 0.380 0.093
O -1.628 0.148 -0.781
C 0.553 -0.351 0.151
C 0.456 -1.685 -0.437
N 1.228 -0.660 -1.116
H 0.203 1.554 0.150
H -0.154 1.533 1.828
H -1.555 2.301 0.939
H 1.254 -0.152 0.974
H -0.540 -1.893 -0.820
H 1.011 -2.491 0.017
H 0.695 -0.278 -1.895
*
```